Below is 14 unconnected molecules or ions with the total composition C84H210N12O8P2 at a distorted geometry, with properties calculated with the ωB97M-V functional and the def2-TZVPD basis.

```
316
Properties=species:S:1:pos:R:3:forces:R:3
C -7.0347 0.7059 1.8205 -0.7 1.8 1.3
C -5.6719 0.3400 1.3007 -0.1 0.3 0.1
N -5.6263 0.3085 -0.1433 0.7 -0.1 -0.4
C -6.5912 -0.5901 -0.7605 -0.2 0.0 -0.5
C -6.7990 -0.2625 -2.2164 0.1 0.8 -1.1
C -4.2511 0.1137 -0.6738 -0.4 0.3 -0.9
C -3.7488 -1.3480 -0.7068 0.1 1.7 -0.2
H -7.4096 1.6341 1.3154 0.4 -0.6 0.4
H -7.0358 0.9183 2.9295 0.4 0.0 -1.0
H -7.8266 -0.0127 1.7528 -0.2 -0.8 -0.5
H -4.9403 1.0539 1.6821 0.0 0.4 -0.3
H -5.3215 -0.5629 1.7463 0.1 -1.4 0.4
H -6.3448 -1.6632 -0.6931 0.0 0.1 0.4
H -7.5921 -0.4447 -0.3686 0.1 0.0 0.8
H -5.8869 -0.3801 -2.8134 -0.2 -0.3 0.0
H -7.6264 -0.8418 -2.6666 0.5 0.1 0.2
H -7.0569 0.8102 -2.3201 0.0 -0.4 0.1
H -3.5175 0.7504 -0.1520 -0.5 -0.2 0.4
H -4.2393 0.5521 -1.6985 0.0 -0.5 0.4
H -4.2817 -1.9241 -1.4476 0.2 -0.3 -0.4
H -3.9405 -1.7640 0.2452 -0.1 -0.7 1.1
H -2.6680 -1.2963 -0.8465 0.0 -0.4 -0.3
C -2.8350 0.2410 5.6015 -0.1 -1.3 -0.7
C -2.1225 -0.5392 6.6844 1.3 -0.6 -0.9
N -0.6780 -0.6461 6.4507 0.7 1.4 -1.0
C 0.0128 -1.5747 7.2944 0.7 -0.9 -0.4
C -0.1769 -3.0410 6.8577 -0.7 0.8 0.9
C 0.0006 0.7037 6.4183 -0.7 -1.1 -0.7
C 1.4070 0.6580 5.7047 -2.1 0.5 0.1
H -2.4371 -0.0146 4.6089 0.0 -0.3 0.2
H -2.6929 1.3004 5.6492 -0.6 0.7 0.4
H -3.8619 -0.1475 5.6103 -0.1 0.9 -0.1
H -2.2820 -0.1125 7.6476 -0.5 0.5 1.1
H -2.5071 -1.5610 6.6862 -0.1 0.0 0.1
H 1.1267 -1.4000 7.1193 -1.4 0.0 0.9
H -0.3442 -1.4958 8.3450 0.7 0.2 -0.1
H -1.2196 -3.3616 6.8417 -0.1 0.0 0.3
H 0.1778 -3.1689 5.8721 0.7 -0.2 -1.1
H 0.3782 -3.6505 7.5533 0.1 -0.5 0.1
H 0.0589 1.1024 7.4150 0.4 0.2 0.8
H -0.7712 1.3257 5.9460 0.9 0.2 -0.4
H 1.3099 -0.1249 4.9569 0.4 0.1 -0.3
H 2.1760 0.3937 6.3972 0.5 -0.2 0.5
H 1.6709 1.6222 5.2409 -0.2 -0.4 0.1
C 4.5073 2.9441 6.0022 0.3 -0.4 0.0
C 4.8617 1.6424 5.2673 -1.2 0.3 -0.2
N 6.1242 1.6284 4.6528 2.2 0.5 -0.8
C 6.1508 1.0742 3.2744 1.1 0.4 1.2
C 5.3217 1.8750 2.3239 0.2 1.4 -1.0
C 7.1367 1.0228 5.5439 -1.8 -0.4 0.0
C 8.5526 1.1742 5.0927 -0.6 0.3 -0.3
H 4.3574 3.7351 5.2913 -0.4 0.4 -0.4
H 5.2351 3.3554 6.6992 0.6 -0.5 0.0
H 3.6405 2.7825 6.6165 -0.8 0.1 0.1
H 4.7690 0.7960 5.9285 -0.2 -0.6 0.7
H 4.1462 1.4442 4.4548 -0.3 0.3 0.5
H 7.2131 1.1463 2.9800 -0.6 -0.3 -0.1
H 5.8413 0.0310 3.2792 0.1 -0.4 -0.1
H 4.2740 1.6373 2.3404 -0.5 -0.5 -0.3
H 5.3172 2.9400 2.5862 0.4 0.0 0.2
H 5.7303 1.8588 1.2866 -0.5 -0.4 0.6
H 6.8668 -0.0333 5.5933 0.2 -0.6 0.1
H 6.9084 1.3857 6.5691 0.6 0.2 -0.6
H 9.2139 0.8021 5.8316 0.8 -0.6 0.6
H 8.7473 2.2109 4.9667 0.4 1.1 -0.1
H 8.7242 0.7036 4.1338 0.2 -0.3 0.0
C -8.7499 5.2115 2.3840 0.2 -0.7 1.2
C -9.1837 4.6750 1.0591 0.1 -0.3 -0.5
N -8.2238 3.8579 0.3485 0.2 0.4 -0.9
C -7.0348 4.6563 -0.0504 -0.1 -1.4 -0.7
C -5.9348 3.6767 -0.5225 -0.3 1.4 -0.3
C -8.8853 3.2371 -0.8299 -1.4 1.5 1.1
C -9.9316 2.1627 -0.4865 -0.7 1.8 1.2
H -8.4733 4.3499 3.0857 -0.5 1.4 -0.7
H -9.5396 5.8608 2.7253 -0.9 -0.5 0.8
H -7.9975 5.9730 2.4242 1.2 0.0 -0.6
H -10.0022 4.0163 1.2394 -0.8 -0.4 0.4
H -9.6100 5.4561 0.4240 0.1 0.5 -0.3
H -6.7455 5.2667 0.8014 0.2 0.0 -0.1
H -7.2663 5.3072 -0.9218 -0.1 0.1 0.4
H -6.3556 3.0330 -1.2691 0.0 -0.2 -0.7
H -5.5921 2.9895 0.2040 0.3 -0.5 1.2
H -5.0735 4.1994 -0.9437 0.0 0.1 0.0
H -9.3902 4.0341 -1.5121 0.5 -0.9 1.1
H -8.1454 2.8605 -1.4431 1.5 -1.1 -1.1
H -10.1967 1.6641 -1.3659 -0.7 -0.6 -1.6
H -9.7063 1.3580 0.2042 0.7 0.2 0.4
H -10.8376 2.6914 -0.0815 0.6 -0.7 -0.5
C 2.7824 -6.7824 -0.9372 0.0 0.6 -0.6
C 2.1442 -5.3972 -0.7258 1.8 0.7 0.5
N 1.3395 -4.9014 -1.8201 -0.5 1.3 -0.2
C -0.0269 -5.2621 -1.5594 -1.4 0.0 -1.2
C -1.0580 -5.1068 -2.7134 -0.1 -0.2 1.3
C 1.4259 -3.4013 -1.8416 0.4 -1.3 -0.5
C 2.7209 -2.8507 -2.3786 0.3 -0.3 -0.1
H 3.7127 -6.9066 -0.3705 -0.2 0.2 0.0
H 3.0417 -6.7958 -2.0138 -0.1 -0.5 0.5
H 2.1268 -7.6123 -0.6588 0.0 0.1 -0.3
H 1.6453 -5.3289 0.2528 -0.2 0.0 -0.2
H 2.9466 -4.6281 -0.6838 0.0 -0.9 0.4
H -0.0263 -6.3095 -1.3582 0.0 -0.9 0.5
H -0.4895 -4.7543 -0.7012 0.4 0.1 0.3
H -1.3836 -4.0690 -2.8389 0.2 -0.1 -0.2
H -0.6638 -5.5370 -3.6396 -0.3 0.1 0.1
H -1.9510 -5.6521 -2.3018 0.6 0.3 -0.9
H 1.2685 -3.0630 -0.8426 -0.3 0.6 1.0
H 0.6283 -3.0240 -2.4486 -0.7 0.1 -0.3
H 2.7794 -1.7832 -2.1624 0.1 0.0 -0.2
H 2.8563 -3.0575 -3.4378 -0.3 0.3 -0.2
H 3.5725 -3.3465 -1.9310 0.3 0.1 0.4
C 3.4362 7.4383 1.0260 -0.6 0.3 -1.7
C 3.3111 6.2176 1.8941 -0.8 -1.0 -0.7
N 2.3907 5.1877 1.3358 -0.3 0.0 1.9
C 2.9836 4.4809 0.2424 1.7 1.3 -1.1
C 1.9781 3.7907 -0.6332 -0.5 -0.7 1.0
C 1.9786 4.2588 2.4198 0.1 -1.4 -1.5
C 0.7704 4.6443 3.1916 -0.4 -0.4 2.2
H 2.4647 7.8087 0.5746 0.9 -0.7 0.7
H 4.1662 7.3761 0.2109 -0.2 -0.4 -0.1
H 3.8272 8.2175 1.6174 0.4 1.2 0.9
H 4.2928 5.7226 2.0413 -0.2 0.5 0.4
H 2.8672 6.5757 2.8209 0.2 -0.4 0.3
H 3.4377 5.2929 -0.3780 -0.1 -0.6 0.2
H 3.8733 3.8621 0.5317 -0.7 -0.1 0.0
H 2.4432 3.3635 -1.5022 0.3 -0.2 -0.5
H 1.5042 2.9527 -0.0575 0.1 0.8 -0.6
H 1.2684 4.5568 -0.9528 -0.2 -0.3 0.1
H 2.7790 4.0005 3.1059 0.7 0.3 0.3
H 1.7705 3.2527 1.9843 0.1 0.7 -0.1
H 1.0005 5.3655 3.9998 -0.1 -0.3 -0.3
H 0.3325 3.7198 3.6734 0.5 1.0 -0.2
H -0.0107 5.0718 2.6141 -0.6 0.4 -0.8
C 3.9465 -1.2378 1.4350 -0.9 0.4 1.5
C 3.5756 -1.3690 2.9577 -0.4 0.7 -1.8
N 4.4114 -2.2170 3.7501 0.2 -1.1 1.9
C 3.7464 -2.3742 5.0782 2.3 -1.3 -0.6
C 4.5343 -3.2724 6.0570 0.7 1.1 -1.1
C 4.7212 -3.5455 3.1933 -0.2 1.3 -3.6
C 3.5242 -4.3767 2.7112 -0.5 -0.2 0.6
H 3.5315 -2.0596 0.8684 0.2 -0.4 -0.3
H 5.0063 -1.1084 1.2972 0.5 -0.2 -0.1
H 3.4425 -0.3336 1.0894 0.1 -0.1 -0.1
H 3.4637 -0.3385 3.3481 0.6 -0.5 0.3
H 2.5621 -1.7349 3.0429 -0.7 -0.2 -0.4
H 3.5602 -1.4074 5.4327 0.3 1.7 0.9
H 2.7698 -2.7809 5.1098 -1.6 -0.8 -1.0
H 5.5670 -2.8658 6.1905 -0.8 -0.6 0.1
H 3.9535 -3.2522 6.9356 -0.3 0.2 1.6
H 4.5378 -4.3261 5.7703 0.2 0.2 -0.2
H 5.2527 -4.1537 3.8954 0.7 0.1 0.2
H 5.3412 -3.3924 2.2006 -0.7 -0.1 2.2
H 3.0140 -4.8014 3.5880 -0.2 0.0 -0.3
H 3.8945 -5.1911 2.1052 0.2 -0.5 0.0
H 2.7814 -3.8900 2.0634 0.3 0.3 0.4
C -2.6065 2.9404 -2.6481 -0.4 0.6 1.1
C -1.6185 4.1075 -2.5273 0.5 -0.6 -0.9
N -2.2137 5.3794 -2.1394 -0.6 0.7 0.5
C -2.7985 6.1362 -3.2836 -0.1 0.3 1.2
C -3.7388 7.3032 -2.7748 0.8 -0.8 -0.9
C -1.2855 6.2277 -1.3743 1.7 0.0 -1.9
C -1.1188 5.8929 0.0561 -0.7 1.2 0.9
H -2.9920 2.6806 -1.6398 0.0 0.1 -0.6
H -2.1735 2.0391 -3.0807 0.1 0.1 -0.2
H -3.4501 3.2787 -3.2588 0.0 -0.3 0.1
H -0.7533 3.8300 -1.9025 -0.5 0.3 0.3
H -1.1433 4.1801 -3.5164 0.1 0.4 -0.3
H -3.3845 5.4105 -3.8535 0.1 0.3 -0.2
H -1.9811 6.5317 -3.9061 -0.1 0.0 -0.1
H -3.4851 7.6238 -1.7756 0.4 0.4 0.1
H -4.7190 6.9152 -2.6762 -1.1 -0.6 0.1
H -3.8386 8.1446 -3.4803 0.5 -0.3 0.3
H -0.2676 6.0363 -1.7832 -0.2 0.5 -0.4
H -1.4728 7.3005 -1.5629 -0.2 -0.6 0.2
H -0.8238 4.8739 0.1506 0.4 -0.8 0.4
H -0.4220 6.5827 0.5757 -0.1 -0.6 -0.5
H -2.0803 6.0404 0.5105 -0.6 -0.2 0.7
C -1.0713 -9.2278 1.2060 -0.1 0.1 0.8
C -1.9721 -8.0414 1.6800 0.3 -1.6 -0.3
N -1.8092 -7.6248 3.0620 -0.3 -0.4 0.5
C -0.5718 -6.9560 3.4003 0.2 1.3 -1.5
C -0.0430 -6.0102 2.2899 2.4 -1.3 1.9
C -1.9881 -8.7099 4.0530 -1.3 -0.2 -1.4
C -3.4123 -9.3196 3.8858 1.0 -0.8 2.0
H -0.0007 -8.9974 1.3955 -0.5 -0.2 -0.3
H -1.2698 -9.3312 0.1425 0.3 -0.2 -0.2
H -1.3091 -10.2018 1.7044 0.1 0.8 -0.4
H -1.7673 -7.2285 1.0078 0.1 0.6 0.0
H -3.0041 -8.3402 1.4275 0.2 0.3 0.6
H -0.8089 -6.4298 4.3016 0.3 0.5 0.8
H 0.2586 -7.6223 3.5756 0.3 -0.7 0.4
H 0.2238 -6.6604 1.4723 0.0 0.2 -0.7
H -0.6584 -5.2197 2.0420 -1.6 1.3 -0.8
H 0.9294 -5.5137 2.6041 -1.0 -0.7 -0.1
H -1.9248 -8.3061 5.0845 0.3 -0.1 -0.7
H -1.2075 -9.4870 3.8717 -0.4 0.3 0.5
H -3.5886 -9.9059 2.9917 0.2 0.0 -0.2
H -4.1654 -8.5538 3.9875 -0.2 0.3 -0.1
H -3.5285 -9.9980 4.7795 -0.2 0.4 -1.0
C 1.2849 1.1976 -9.3997 0.3 0.0 0.8
C 0.1431 1.7636 -8.5471 0.2 -1.0 -0.4
N 0.4860 1.6990 -7.1387 0.0 0.0 0.1
C -0.7011 1.8164 -6.2938 0.0 1.7 -0.5
C -1.5242 3.1457 -6.5256 -0.1 -0.7 0.3
C 1.5156 2.6759 -6.8240 0.3 -0.1 0.6
C 2.1300 2.5075 -5.3929 -0.4 -0.4 -1.1
H 2.0136 1.9787 -9.6749 0.0 -0.5 0.4
H 0.9749 0.7434 -10.3383 -0.3 -0.1 0.1
H 1.6956 0.4115 -8.7181 0.3 0.5 -1.0
H -0.1787 2.7397 -8.9020 -0.1 0.5 0.1
H -0.6946 1.0876 -8.6364 -0.5 -0.2 -0.3
H -1.3932 1.0236 -6.5425 0.1 -0.6 0.3
H -0.3421 1.7834 -5.2578 -0.4 -0.2 -0.1
H -2.1801 3.3232 -5.6587 0.3 0.1 -0.2
H -0.8616 3.9978 -6.6662 -0.1 0.1 0.2
H -2.1834 3.0893 -7.4106 0.4 -0.1 0.3
H 1.0685 3.6769 -7.0602 0.9 -0.2 0.6
H 2.3585 2.5205 -7.5119 -0.4 0.1 0.0
H 2.3553 1.4670 -5.1472 -0.4 -0.3 -0.4
H 1.5344 2.8787 -4.5854 -0.4 0.5 0.4
H 3.0949 2.9638 -5.3743 0.6 0.8 0.1
C 3.6357 6.3455 -5.4861 -0.1 -0.2 -0.1
C 5.1515 6.2118 -5.3259 0.0 0.9 -0.9
N 5.5535 4.8684 -4.9863 0.5 -0.9 0.9
C 5.5656 4.6107 -3.4823 -1.2 0.7 -2.1
C 5.5788 3.1457 -3.1532 -0.1 0.3 2.5
C 6.8138 4.4818 -5.6330 -0.2 -0.5 2.1
C 8.0695 5.1936 -5.1714 -1.1 2.0 1.5
H 3.2492 7.2375 -6.0246 0.5 -0.1 0.9
H 3.1786 6.1641 -4.5095 -0.3 0.5 -0.2
H 3.2974 5.5398 -6.1145 -0.1 -0.6 -0.3
H 5.6198 6.5261 -6.3045 -0.2 -0.4 1.0
H 5.5040 6.8752 -4.5334 0.1 0.6 -0.1
H 6.3800 5.1430 -2.9857 0.0 0.1 0.1
H 4.5855 5.0113 -3.1494 0.7 0.0 0.1
H 5.4501 3.1057 -1.9994 0.2 -0.3 -1.8
H 4.7681 2.6198 -3.6154 -0.6 -0.2 -0.2
H 6.4884 2.6389 -3.4195 0.5 -0.2 0.0
H 6.6917 4.6061 -6.6785 -0.1 -0.1 -1.1
H 6.9760 3.4349 -5.3714 -0.2 -0.2 -0.5
H 8.8714 4.7815 -5.6910 1.6 -0.6 -0.9
H 8.2880 5.1327 -4.0636 -0.4 -0.1 -1.2
H 7.9861 6.2783 -5.4222 0.3 -0.6 0.2
C -7.5451 -4.9357 2.4735 2.0 0.2 1.2
C -6.3775 -3.8762 2.5326 -1.1 -1.2 -1.1
N -5.6341 -3.9405 3.7509 0.5 -1.5 0.6
C -4.6090 -4.9901 3.6098 1.0 1.2 -0.2
C -3.8479 -5.3953 4.8839 0.1 1.3 -0.1
C -5.1830 -2.6424 4.1693 1.9 -1.0 -0.1
C -6.2860 -1.9142 4.8057 -0.6 2.1 1.0
H -8.0759 -4.8659 1.5708 -0.9 0.3 -1.2
H -8.1483 -4.7184 3.3368 -0.6 0.1 0.2
H -7.2378 -5.9868 2.5821 0.3 0.4 -0.1
H -5.7262 -3.9436 1.6356 0.0 -0.2 0.2
H -6.8556 -2.9187 2.4300 -0.2 0.6 0.1
H -3.8624 -4.7317 2.7812 -0.6 -0.1 0.8
H -5.1674 -5.8157 3.2288 -0.1 -0.9 -0.1
H -4.5205 -5.3628 5.7305 -0.4 -0.8 0.2
H -3.0660 -4.6885 5.2216 -0.2 0.0 -0.7
H -3.3229 -6.3265 4.7058 -0.3 -0.3 0.2
H -4.2936 -2.7514 4.8373 -0.8 0.0 -0.2
H -4.7743 -2.1966 3.2821 0.3 1.1 -0.6
H -7.1872 -1.8676 4.1940 0.0 -0.1 0.0
H -6.5232 -2.4039 5.7383 -0.3 -0.2 0.3
H -6.0356 -0.8525 5.0741 -0.1 -0.8 -0.4
C 5.2394 -5.4006 -9.4394 0.1 1.2 1.0
C 5.5999 -4.1773 -8.5756 0.1 -0.2 -0.1
O 4.6060 -3.9432 -7.5591 -0.5 0.8 0.6
P 3.5665 -2.6737 -7.6700 0.1 -1.9 0.8
O 2.7375 -2.8174 -8.8741 0.3 0.9 0.4
O 4.4554 -1.3748 -7.4591 -1.0 0.1 -1.2
C 5.1925 -1.1763 -6.2583 0.4 -0.9 0.1
C 5.7018 0.2329 -6.0932 1.4 -0.5 -1.2
O 2.8246 -2.7364 -6.2445 -0.4 -0.3 -0.5
C 1.5085 -3.3151 -5.9442 -0.1 -0.7 -1.0
C 0.5852 -2.2640 -5.3672 1.2 0.4 -1.7
H 5.8670 -5.4605 -10.3064 0.2 0.0 -0.5
H 5.2745 -6.3189 -8.8912 0.6 -0.5 0.6
H 4.2114 -5.3147 -9.6568 -1.2 0.3 -1.0
H 6.5579 -4.3797 -8.0978 -0.1 0.1 0.4
H 5.7276 -3.2319 -9.1128 0.0 -0.4 -0.5
H 4.5935 -1.4719 -5.4206 -0.7 0.3 0.6
H 5.9335 -1.9768 -6.2631 0.8 0.5 0.0
H 6.4260 0.1600 -5.2824 -0.1 0.4 0.3
H 6.2826 0.6201 -6.9785 -0.7 -0.5 0.7
H 4.9117 0.9194 -5.8764 -0.5 0.4 0.3
H 1.0565 -3.7667 -6.8626 0.6 0.5 0.5
H 1.6460 -4.1404 -5.2397 0.3 0.2 0.0
H 1.0423 -1.8149 -4.5252 0.4 0.5 1.0
H 0.4169 -1.5000 -6.1318 0.0 0.1 0.2
H -0.3382 -2.6882 -5.1039 -1.3 -0.7 0.4
C 0.7302 0.7758 -2.2933 1.0 1.3 0.5
C -0.1942 0.7701 -1.1285 0.8 1.7 1.7
O 0.0735 -0.3923 -0.3215 -0.5 -0.3 -0.1
P 0.2820 -0.1727 1.2217 -2.7 0.9 0.4
O 1.3978 0.6645 1.5642 1.9 1.4 0.5
O -1.1122 0.3994 1.8114 -0.9 0.4 0.0
C -1.1533 1.6690 2.5645 3.3 -0.2 -2.6
C -2.3329 2.5307 2.4185 -1.2 -0.9 0.2
O 0.2051 -1.5913 1.7678 0.6 -2.6 1.0
C -0.0438 -2.0055 3.1552 -0.6 -1.1 -0.2
C -1.4077 -2.6699 3.2417 -0.8 -0.2 -0.7
H 0.4315 1.5835 -2.9686 0.2 0.1 0.1
H 1.7684 0.9737 -1.8954 -0.9 -0.5 -0.8
H 0.6217 -0.1272 -2.8600 0.3 -0.7 -0.2
H -0.1163 1.7195 -0.4794 0.4 -1.3 -0.9
H -1.2020 0.8231 -1.4242 -1.5 -0.7 -0.4
H -0.9192 1.4392 3.5820 0.4 -0.1 0.6
H -0.3063 2.2031 1.9925 -0.9 -0.2 1.8
H -2.0327 3.4568 2.9375 -0.6 -0.1 -0.5
H -2.5115 2.6102 1.3546 -0.2 0.8 -0.3
H -3.2430 2.0629 2.8424 0.4 0.5 0.1
H 0.6774 -2.8301 3.4446 -0.3 1.3 -0.6
H -0.0182 -1.2003 3.8801 0.4 0.4 -0.2
H -1.5788 -3.0271 4.2598 0.2 -0.1 -0.1
H -2.3113 -2.0938 2.9671 0.7 0.4 0.1
H -1.4325 -3.5068 2.5346 0.0 0.0 0.4
```
Forces are in eV/Å.

Output
2S+1 ... 1
Frontier orbital gap ... 8.54 eV
E_tot ... -143351.2332 eV
Highest occupied orbital energy ... -7.9 eV
Energy above the lowest of the compared OMol25 structures with the same formula, charge and spin ... 1.863 eV
Charge ... 0

Mulliken atomic charge list, values in e, 2 entries: -1.58 0.68